Density functional theory data (ωB97M-V with the def2-TZVPD basis set) for an isolated ion of composition C6H8N and charge +1 in a non-equilibrium geometry.

Summary:
Frontier orbital gap = 9.2407 eV
HOMO = -13.545 eV
Total charge = +1
Molecular weight = 94.14 g/mol
SMILES string = C=C=C=C([NH3+])C=C
Electronic energy = -287.7601 Ha
LUMO level = -0.1582 Ha

Each line ends with the Löwdin charge.
Element x y z (Å)
C: -1.6530 -3.0357 -0.0130  0.08
C: -0.9759 -1.9811 0.0169  -0.09
C: -0.4803 -0.7907 -0.0981  0.07
C: 0.3871 0.2921 -0.1632  -0.18
N: 1.4935 0.1570 0.8702  0.18
C: 0.5083 1.7584 -0.7533  -0.13
C: -0.4622 2.6303 -0.6199  0.06
H: -1.2632 -3.9787 0.3570  0.10
H: -2.4364 -3.0977 -0.7312  0.09
H: 1.2992 0.7690 1.7141  0.20
H: 2.3427 0.4967 0.4762  0.14
H: 1.4757 -0.9122 1.0922  0.21
H: 1.3757 1.7642 -1.4041  0.10
H: -1.1834 2.2644 0.1488  0.10
H: -0.4279 3.6639 -0.8926  0.08

Forces on atoms 1 to 2 (eV/Å):
C -0.55 -3.56 -0.59
C 1.96 4.97 -0.03